Record 1
DFT (wB97M-V/def2-TZVPD) results for a molecular structure, C14H29N4O4ReS4 at a distorted geometry.

Total charge: +2
Relative energy (zero: lowest compared OMol25 entry of this formula, charge and spin) (kJ/mol): 0.0
Molar mass (g/mol): 631.9
2S+1: 3

Positions of all 56 atoms, in Å:
Re  8.696  9.823  9.541
C  8.226  13.633  11.458
C  8.051  12.369  10.780
N  8.956  11.450  10.909
O  10.030  11.810  11.622
C  6.878  12.069  10.015
C  5.605  12.788  10.069
N  6.965  10.916  9.378
O  6.043  10.438  8.642
H  7.360  14.283  11.456
H  9.146  14.126  11.089
H  8.409  13.422  12.531
H  10.404  11.012  11.955
H  5.669  13.874  9.959
H  5.245  12.647  11.081
H  4.890  12.393  9.377
S  10.968  8.912  9.929
C  12.137  9.742  8.969
N  13.047  9.155  8.225
C  14.157  10.004  7.766
C  13.740  11.357  8.392
N  12.478  11.046  9.051
H  13.133  8.179  8.160
H  14.000  10.049  6.699
H  15.164  9.632  7.972
H  13.531  12.038  7.579
H  14.429  11.748  9.085
H  12.051  11.640  9.797
C  6.801  6.594  5.104
C  7.859  7.164  5.980
S  7.156  8.494  7.020
O  8.368  8.686  7.988
C  5.897  7.525  7.938
C  6.480  6.247  8.430
H  6.982  5.511  4.916
H  6.863  7.058  4.134
H  5.815  6.660  5.488
H  8.641  7.680  5.411
H  8.351  6.542  6.728
H  4.985  7.571  7.336
H  5.725  8.208  8.766
H  6.477  5.417  7.749
H  5.910  5.870  9.247
H  7.506  6.296  8.881
S  7.335  7.873  11.988
C  7.947  8.757  10.919
C  8.127  13.061  7.020
S  9.189  11.665  6.731
C  10.691  12.407  6.225
O  9.608  11.213  8.160
H  8.044  13.592  6.041
H  8.633  13.711  7.745
H  7.141  12.702  7.274
H  10.617  13.020  5.234
H  11.410  11.626  5.989
H  11.080  12.928  7.078

Record 2
DFT (wB97M-V/def2-TZVPD) results for 2 unconnected molecules or ions with the total composition C14H29NO8S.

Relative energy (zero: lowest compared OMol25 entry of this formula, charge and spin) (kJ/mol): 109.8
Molar mass (g/mol): 371.5
Structure (SMILES): CCC[C@@H](C)[C@@]1(COO)OS(=O)(=O)O[C@@]1(N)CCCO.CC(C)=O
2S+1: 1

Positions of all 53 atoms, in Å:
C  2.917  0.238  0.534
C  2.126  1.329  1.286
C  0.802  0.860  1.944
C  -0.485  1.628  1.565
C  -0.268  3.114  1.940
C  -1.085  1.554  0.134
C  -2.243  2.572  0.030
O  -3.091  2.596  1.172
O  -4.436  2.294  0.743
O  -0.097  2.046  -0.811
S  -0.367  1.518  -2.284
O  -0.821  2.589  -3.110
O  0.741  0.708  -2.683
O  -1.615  0.623  -1.919
C  -1.550  0.186  -0.507
N  -2.912  -0.186  -0.208
C  -0.612  -1.031  -0.460
C  -1.014  -2.232  0.424
C  -1.417  -1.985  1.887
O  -2.447  -2.867  2.318
H  2.714  0.261  -0.542
H  2.660  -0.766  0.897
H  3.993  0.363  0.682
H  1.933  2.162  0.607
H  2.774  1.732  2.074
H  0.886  1.007  3.029
H  0.688  -0.212  1.818
H  -1.288  1.260  2.220
H  0.279  3.652  1.158
H  0.315  3.175  2.865
H  -1.213  3.633  2.110
H  -2.847  2.397  -0.862
H  -1.783  3.561  -0.073
H  -4.692  1.623  1.388
H  -3.561  0.441  -0.668
H  -3.080  -0.154  0.788
H  -0.592  -1.408  -1.489
H  0.405  -0.705  -0.263
H  -1.832  -2.771  -0.064
H  -0.150  -2.907  0.406
H  -0.584  -2.177  2.568
H  -1.713  -0.943  2.054
H  -3.251  -2.649  1.842
C  1.875  -2.132  -3.236
C  2.393  -2.968  -2.096
C  3.881  -2.919  -1.848
O  1.660  -3.647  -1.412
H  0.798  -2.252  -3.327
H  2.105  -1.079  -3.070
H  2.356  -2.435  -4.167
H  4.187  -1.892  -1.639
H  4.419  -3.247  -2.739
H  4.138  -3.558  -1.007

Record 3
DFT (wB97M-V/def2-TZVPD) results for a molecular structure, C14H30BBr2N4NbO4P at a distorted geometry.

Total charge: -1
Molar mass (g/mol): 612.9
Energy (eV): -180757.59744
2S+1: 1

Positions of all 57 atoms, in Å:
N  -0.226  3.703  0.260
P  0.581  3.020  -0.950
Nb  2.892  2.443  0.072
Br  3.960  3.461  -2.115
C  4.969  2.175  0.990
C  6.099  2.060  0.006
O  6.183  1.177  -0.714
Br  7.442  3.509  0.028
O  2.876  0.566  -0.834
B  2.626  -0.502  -0.021
O  3.459  -1.623  -0.166
O  1.595  -0.617  0.916
H  -1.074  3.185  0.477
H  0.699  3.986  -2.005
H  -0.090  1.853  -1.430
H  2.860  4.095  0.804
H  2.172  1.813  1.605
H  5.161  3.090  1.559
H  5.031  1.355  1.706
H  3.743  -1.927  0.699
H  0.822  -1.068  0.565
C  -5.730  4.555  1.115
C  -5.084  4.647  -0.263
C  -4.664  3.282  -0.817
C  -3.678  2.661  0.079
N  -2.910  2.187  0.767
H  -5.035  4.156  1.855
H  -6.039  5.543  1.458
H  -6.613  3.912  1.092
H  -4.213  5.304  -0.207
H  -5.789  5.108  -0.959
H  -4.220  3.392  -1.806
H  -5.525  2.620  -0.907
C  -2.430  -2.606  -0.931
C  -1.942  -1.958  -2.223
C  -2.204  -0.449  -2.268
C  -3.643  -0.167  -2.176
N  -4.753  0.047  -2.100
H  -3.511  -2.509  -0.820
H  -2.196  -3.671  -0.927
H  -1.954  -2.155  -0.059
H  -2.429  -2.440  -3.074
H  -0.869  -2.130  -2.328
H  -1.826  -0.025  -3.199
H  -1.699  0.053  -1.441
C  2.267  -6.570  2.369
C  2.761  -5.873  1.106
C  2.542  -4.357  1.133
C  1.110  -4.048  1.249
N  0.002  -3.820  1.342
H  1.190  -6.448  2.498
H  2.469  -7.641  2.318
H  2.765  -6.174  3.256
H  2.251  -6.300  0.239
H  3.827  -6.071  0.981
H  2.920  -3.902  0.219
H  3.070  -3.909  1.977

Record 4
DFT (wB97M-V/def2-TZVPD) results for 3 unconnected molecules or ions with the total composition C14H30BF2INO4.

Total charge: -1
Molar mass (g/mol): 452.1
Energy (eV): -38899.71951
2S+1: 1

Positions of all 53 atoms, in Å:
C  4.660  2.762  -1.020
C  3.322  3.448  -1.280
C  2.190  3.292  -0.248
I  2.956  3.074  1.777
B  0.985  2.203  -0.622
C  -0.471  2.808  -0.171
C  -1.643  1.840  -0.091
C  -2.884  2.265  -0.852
F  -2.047  1.671  1.270
C  1.244  0.773  0.081
O  0.657  0.318  1.038
N  2.360  -0.006  -0.426
C  2.460  -0.239  -1.794
O  3.431  -0.334  -2.461
F  1.236  -0.403  -2.361
H  5.265  2.788  -1.930
H  5.220  3.261  -0.229
H  4.521  1.715  -0.746
H  3.514  4.516  -1.436
H  2.935  3.058  -2.223
H  1.702  4.260  -0.136
H  1.047  2.067  -1.839
H  -0.413  3.309  0.803
H  -0.730  3.590  -0.895
H  -1.343  0.838  -0.405
H  -2.814  1.955  -1.895
H  -3.009  3.348  -0.810
H  -3.765  1.799  -0.406
H  2.445  -0.872  0.101
C  -0.801  -4.445  -0.511
C  -0.462  -4.725  -1.967
C  -0.274  -3.444  -2.759
O  -1.453  -5.564  -2.568
H  -1.738  -3.884  -0.445
H  -0.921  -5.378  0.041
H  -0.024  -3.850  -0.032
H  0.455  -5.318  -2.015
H  -1.197  -2.856  -2.750
H  -0.020  -3.664  -3.796
H  0.515  -2.826  -2.333
H  -2.284  -5.077  -2.556
C  -0.846  -1.018  3.730
C  -2.281  -0.553  3.905
C  -3.158  -0.997  2.742
O  -2.336  0.863  4.053
H  -0.418  -0.565  2.834
H  -0.228  -0.699  4.571
H  -0.781  -2.105  3.635
H  -2.692  -0.946  4.839
H  -2.777  -0.567  1.812
H  -4.183  -0.653  2.883
H  -3.162  -2.085  2.644
H  -1.963  1.253  3.248

Record 5
DFT (wB97M-V/def2-TZVPD) results for 5 unconnected molecules or ions with the total composition C14H30Br4N2O4 at a distorted geometry.

Total charge: -1
Molar mass (g/mol): 610.0
Energy (eV): -306339.40506
2S+1: 2

Positions of all 54 atoms, in Å:
C  -3.918  -1.406  -0.028
C  -2.575  -0.704  -0.333
C  -2.305  0.601  0.472
C  -2.139  0.306  1.952
C  -1.003  -0.642  2.389
C  -0.860  -1.932  1.536
N  -1.340  -1.623  0.100
O  -0.681  -2.531  -0.847
C  -1.771  -2.995  2.223
C  0.676  -2.254  1.529
C  -2.477  -0.542  -1.868
H  -4.249  -1.366  1.009
H  -3.788  -2.469  -0.233
H  -4.728  -1.084  -0.683
H  -3.234  1.165  0.380
H  -1.439  1.180  0.151
H  -3.108  -0.049  2.302
H  -1.929  1.195  2.546
H  -1.217  -0.886  3.430
H  -0.069  -0.083  2.453
H  -1.680  -3.926  1.664
H  -2.841  -2.795  2.158
H  -1.447  -3.173  3.248
H  0.793  -2.563  2.568
H  1.276  -1.362  1.347
H  0.946  -3.053  0.839
H  -3.052  0.337  -2.160
H  -2.727  -1.469  -2.383
H  -1.443  -0.365  -2.163
O  1.018  -0.005  -0.630
H  1.315  -0.014  0.301
C  4.515  1.012  1.343
N  5.302  1.143  2.599
O  6.174  2.017  2.792
O  4.892  0.384  3.461
H  5.030  1.599  0.582
H  3.507  1.419  1.429
H  4.395  -0.006  0.973
Br  1.216  1.506  -5.315
C  1.794  0.308  -3.807
C  1.090  -1.018  -3.843
Br  1.623  -2.151  -5.316
H  1.722  0.849  -2.864
H  2.872  0.167  -3.885
H  0.005  -0.911  -3.867
H  1.348  -1.508  -2.904
Br  1.374  4.623  1.262
C  0.300  3.406  0.113
C  0.761  3.680  -1.356
Br  -0.004  5.418  -2.075
H  -0.746  3.639  0.316
H  0.516  2.383  0.421
H  0.463  2.849  -1.995
H  1.850  3.703  -1.334

Record 6
DFT (wB97M-V/def2-TZVPD) results for a molecular structure, C14H30CrNO3P2 at a distorted geometry.

Total charge: +1
Relative energy (zero: lowest compared OMol25 entry of this formula, charge and spin) (kJ/mol): 314.9
Molar mass (g/mol): 374.3
2S+1: 5

Positions of all 51 atoms, in Å:
Cr  -0.086  0.093  0.327
P  2.155  -0.923  0.394
C  2.324  -1.716  -1.222
C  1.140  -1.671  -1.977
N  -0.063  -1.084  -1.496
C  -1.233  -1.409  -2.127
C  -1.266  -2.328  -3.157
C  -0.087  -2.814  -3.728
C  1.112  -2.354  -3.210
C  -2.542  -0.829  -1.556
P  -2.247  0.713  -0.651
H  2.072  -2.708  -3.590
H  -2.232  -2.682  -3.507
H  -0.096  -3.572  -4.509
H  -3.303  -0.618  -2.322
H  -3.006  -1.521  -0.832
H  2.681  1.190  -1.982
H  3.253  -1.575  -1.817
H  0.723  3.332  -0.610
O  2.365  2.024  -2.293
H  1.554  1.916  -2.843
H  -0.371  1.797  1.310
O  -0.037  3.551  -0.096
H  0.342  4.224  0.506
C  -2.457  1.999  -1.902
H  -3.500  2.028  -2.248
H  -2.182  2.964  -1.456
H  -1.797  1.791  -2.754
C  -3.596  0.933  0.528
H  -3.278  1.665  1.285
H  -4.508  1.294  0.032
H  -3.792  -0.020  1.038
C  2.219  -2.586  1.134
H  3.256  -2.929  1.005
H  1.858  -2.614  2.161
H  1.586  -3.196  0.470
C  3.595  0.063  0.962
H  3.408  0.504  1.955
H  4.490  -0.573  1.023
H  3.787  0.909  0.282
C  0.967  0.448  3.754
C  -0.203  0.431  2.816
C  -1.480  0.827  3.549
O  0.357  1.435  1.812
H  1.176  1.496  4.016
H  1.868  0.053  3.274
H  0.777  -0.118  4.657
H  -0.341  -0.577  2.327
H  -1.394  1.863  3.894
H  -2.381  0.697  2.943
H  -1.587  0.177  4.435

Record 7
DFT (wB97M-V/def2-TZVPD) results for a molecular structure, C14H30F6LiN3O8S2 at a distorted geometry.

Molar mass (g/mol): 553.5
Energy (eV): -74034.91015
2S+1: 1

Positions of all 64 atoms, in Å:
Li  -0.732  0.891  1.127
C  -4.552  -0.010  1.067
F  -5.528  -0.871  1.327
F  -4.301  0.008  -0.244
F  -4.916  1.212  1.446
S  -3.008  -0.578  1.963
O  -3.399  -1.432  3.030
O  -2.184  -1.150  0.928
N  -2.248  0.796  2.406
S  -2.666  1.206  3.889
O  -4.080  1.135  4.126
O  -1.834  0.669  4.923
C  -2.293  2.995  3.869
F  -2.961  3.601  2.878
F  -2.641  3.530  5.018
F  -0.978  3.198  3.658
C  -2.496  2.441  -0.977
O  -1.253  2.169  -0.395
C  -0.168  2.391  -1.277
C  1.098  2.262  -0.464
N  1.091  0.995  0.262
C  2.162  0.950  1.290
C  1.931  -0.191  2.265
O  0.592  -0.176  2.709
C  0.211  -1.432  3.249
H  -3.259  2.293  -0.213
H  -2.719  1.752  -1.798
H  -2.561  3.481  -1.309
H  -0.232  3.398  -1.705
H  -0.218  1.670  -2.104
H  1.173  3.113  0.216
H  1.972  2.327  -1.129
H  1.379  0.257  -0.403
H  2.159  1.884  1.864
H  3.153  0.868  0.826
H  2.593  -0.073  3.131
H  2.179  -1.145  1.773
H  0.178  -2.209  2.479
H  -0.774  -1.314  3.694
H  0.886  -1.740  4.057
C  4.217  -2.062  -4.011
O  4.072  -0.911  -3.214
C  4.262  -1.146  -1.841
C  3.146  -1.951  -1.211
N  1.871  -1.287  -1.447
C  0.718  -2.180  -1.240
C  -0.553  -1.518  -1.728
O  -0.481  -1.349  -3.121
C  -1.732  -1.009  -3.673
H  3.586  -2.889  -3.681
H  5.265  -2.389  -4.023
H  3.950  -1.763  -5.022
H  4.265  -0.165  -1.361
H  5.228  -1.633  -1.656
H  3.327  -2.022  -0.131
H  3.104  -2.991  -1.568
H  1.870  -1.004  -2.427
H  0.588  -2.342  -0.165
H  0.832  -3.144  -1.756
H  -0.669  -0.555  -1.219
H  -1.420  -2.134  -1.455
H  -2.442  -1.840  -3.591
H  -1.595  -0.765  -4.725
H  -2.164  -0.123  -3.185

Record 8
DFT (wB97M-V/def2-TZVPD) results for a molecular structure, C14H30N2O13V3 at a distorted geometry.

Total charge: +2
Relative energy (zero: lowest compared OMol25 entry of this formula, charge and spin) (kJ/mol): 97.3
Molar mass (g/mol): 587.2
2S+1: 4

Positions of all 62 atoms, in Å:
O  0.586  -0.569  -1.938
V  -0.364  0.555  -1.411
O  -0.670  0.131  3.590
V  -0.189  -0.112  2.079
O  -3.154  2.651  2.266
V  -2.467  2.487  0.870
C  -2.427  -0.256  0.282
O  -2.382  0.279  1.429
O  -2.538  0.701  -0.564
O  -1.323  -0.801  -0.001
C  0.350  2.205  0.604
O  0.721  1.034  0.454
O  -0.396  2.600  -0.359
O  -0.451  2.234  1.599
C  -2.419  -2.469  3.121
O  -1.095  -2.188  2.673
C  -0.209  -3.161  3.213
C  1.071  -3.088  2.383
N  1.564  -1.681  2.249
C  2.215  -1.489  3.562
C  2.765  -0.090  3.722
O  1.761  0.862  3.467
C  2.173  2.219  3.624
H  -3.115  -1.862  2.542
H  -2.547  -2.279  4.185
H  -2.753  -3.479  2.871
H  -0.623  -4.149  3.011
H  -0.050  -3.030  4.284
H  0.743  -3.417  1.389
H  1.795  -3.860  2.642
H  2.303  -1.744  1.548
H  3.023  -2.168  3.832
H  1.429  -1.500  4.318
H  3.639  0.069  3.070
H  3.211  0.021  4.716
H  2.298  2.619  2.613
H  3.140  2.301  4.121
H  1.428  2.790  4.172
C  -1.328  -2.486  -3.526
O  -1.767  -1.196  -3.055
C  -2.368  -0.430  -4.064
C  -2.343  1.069  -3.848
N  -1.034  1.575  -3.327
C  0.079  1.302  -4.283
C  1.345  2.077  -3.909
O  1.730  1.671  -2.618
C  2.642  2.644  -2.067
H  -0.975  -2.493  -4.555
H  -2.170  -3.153  -3.344
H  -0.500  -2.748  -2.867
H  -3.423  -0.737  -4.136
H  -2.104  -0.678  -5.099
H  -3.216  1.389  -3.280
H  -2.490  1.557  -4.818
H  -1.150  2.587  -3.320
H  -0.162  1.635  -5.297
H  0.291  0.237  -4.315
H  1.150  3.159  -3.900
H  2.119  1.926  -4.668
H  2.922  2.366  -1.059
H  2.204  3.644  -2.137
H  3.504  2.719  -2.734